18
Properties=species:S:1:pos:R:3 method="wB97M-V/def2-TZVPD" molar_mass_g_mol=186.43 smiles="C=[S@](=O)(CCl)OCB(O)O" e_lumo_ev=0.039 e_tot_ha=-1303.24785
C -1.36807 1.42335 1.20419
S -1.03251 0.77009 -0.26452
O -0.42043 1.68316 -1.19169
C -2.80396 0.26596 -0.62349
Cl -3.08746 -1.03244 0.45375
O -0.68119 -0.77683 -0.69092
C 0.68528 -1.07307 -1.10989
B 1.77816 -0.81813 0.11092
O 2.86105 -1.63067 0.05787
O 1.54529 0.13775 1.10640
H -1.83738 0.57285 1.77107
H -0.54239 1.97122 1.75938
H -3.42280 1.06690 -0.39786
H -2.94774 -0.12637 -1.71815
H 0.80637 -0.35004 -1.94272
H 0.73395 -2.03569 -1.68427
H 3.55288 -1.48875 0.72931
H 2.00867 -0.16235 1.91503

***

14
Properties=species:S:1:pos:R:3 method="wB97M-V/def2-TZVPD" molar_mass_g_mol=156.38 e_lumo_ev=-0.683 e_tot_ha=-243.18539
C -0.96131 -0.77893 1.43275
B -0.76058 0.47229 0.36326
C -0.07274 -0.05329 -1.07226
C 1.13433 0.92737 -1.29784
O 2.30265 0.58061 -0.95969
H -0.95793 -0.32032 2.44306
H -0.12085 -1.51305 1.38920
H -1.92353 -1.29503 1.26098
H -1.78956 1.01154 0.06469
H -0.04904 1.29217 0.91776
H 0.26614 -1.12918 -0.94806
H -0.73822 0.06601 -1.94296
H 0.86167 1.91808 -1.71048
Rb 2.80898 -1.17828 0.05960

***

In eV, the Kohn-Sham gap values for the records above are, in order, 8.503, 7.648.